[1]
113
Properties=species:S:1:pos:R:3:lowdin_charge:R:1 method="wB97M-V/def2-TZVPD" energy_ha=-7590.254968 mol_weight_g_mol=1028.6 total_charge=-1 orbital_gap_ev=0.800
Br 1.015 -0.514 3.195 0.909
K -10.439 4.131 4.384 1.195
Cl 1.185 4.217 -3.903 0.120
S 3.472 -0.839 -2.487 0.851
Si 0.621 -2.589 0.706 0.468
Mg -8.129 -4.943 1.425 0.506
F -6.311 -0.572 0.996 0.101
F -7.818 -1.923 2.865 0.011
F -8.392 2.523 2.009 0.128
F -8.811 -0.147 2.093 0.115
F -6.765 2.070 4.360 0.163
F 5.644 3.200 -4.561 -0.149
F -7.843 4.323 3.105 0.124
F -8.340 2.975 5.543 0.097
F -6.305 1.222 2.216 0.089
O 2.926 -2.238 -2.113 -0.342
O -0.453 1.836 1.035 -0.266
O 2.479 0.437 5.308 -0.513
O 4.984 -0.979 -2.188 -0.347
O 2.072 6.252 2.239 -0.074
O 0.184 -1.901 -0.847 -0.283
O 2.933 -0.545 -4.078 -0.209
O -5.229 -4.399 -0.599 -0.023
O 4.638 2.833 2.440 -0.234
O 2.865 0.558 -1.723 -0.197
O -4.901 -5.764 -2.418 0.109
O -3.204 -4.571 -1.431 -0.001
O 7.371 -4.681 -2.833 -0.145
O -8.805 1.083 4.478 0.028
N 1.413 0.743 -5.274 0.063
C 4.703 1.367 2.570 -0.260
C -0.875 -2.855 1.917 -0.235
C -6.611 -4.750 -0.622 -0.187
C 3.269 3.304 2.163 -0.190
C 1.719 0.978 -2.577 -0.320
C 0.375 0.053 -2.403 -0.088
C 1.936 3.933 -0.134 -0.188
C 1.267 -4.402 0.305 -0.197
C -8.562 3.171 3.191 -0.378
C 0.107 -0.435 -0.826 -0.212
C -8.009 -0.095 4.316 -0.034
C 4.959 1.925 -4.127 -0.252
C -7.769 -0.553 2.869 -0.428
C 7.137 -3.284 -2.848 -0.170
C 6.289 0.966 2.917 -0.112
C 2.405 0.859 -4.098 -0.370
C 2.640 2.746 0.752 -0.165
C 5.797 0.707 -4.860 -0.082
C 2.193 3.562 -1.721 -0.302
C 3.397 2.059 -4.607 -0.093
C -2.302 -5.117 -2.392 -0.036
C 1.087 2.503 -2.309 -0.284
C -4.487 -4.990 -1.569 -0.551
C -8.097 2.316 4.377 -0.495
C -1.015 1.054 1.945 -0.524
C -6.433 -0.123 2.275 -0.282
C 2.075 -1.715 1.617 -0.404
H 4.455 0.786 1.575 0.108
H 6.461 1.149 4.062 0.069
H 3.275 4.487 2.137 0.099
H 2.687 6.868 2.666 0.044
H 6.946 1.678 2.227 0.081
H 5.115 -0.061 -5.425 0.081
H 2.155 -2.149 2.726 0.033
H 2.375 5.014 0.103 0.095
H -1.306 -4.714 -2.187 0.088
H -7.084 -0.051 4.902 0.156
H -1.023 -1.996 2.697 -0.018
H -2.103 1.156 2.097 0.046
H -0.628 -3.847 2.531 0.050
H -0.931 -0.036 1.796 -0.029
H 2.696 1.288 5.642 -0.149
H -0.980 -0.012 -0.572 0.135
H 1.508 6.822 1.696 0.045
H 0.561 -0.925 -3.060 0.115
H 3.287 3.163 -1.938 0.105
H -1.845 -3.086 1.288 0.047
H -6.739 -5.826 -0.464 0.052
H 0.779 3.981 0.113 0.110
H 6.596 1.096 -5.654 0.087
H -5.594 -0.528 2.848 0.185
H 3.004 3.154 -4.361 0.034
H 3.413 2.007 -5.798 0.139
H -9.619 3.431 3.284 -0.052
H 6.356 -3.038 -2.125 0.063
H -2.591 -4.821 -3.405 0.102
H 0.812 1.599 -5.307 0.077
H 5.062 1.904 -2.938 0.147
H 8.059 -2.766 -2.575 0.081
H -2.257 -6.207 -2.304 0.100
H 0.863 0.100 -0.112 0.102
H 0.579 2.888 -3.310 -0.135
H -0.609 0.550 -2.843 0.136
H 3.081 -1.820 1.014 0.114
H -7.108 -4.221 0.195 -0.169
H 6.485 -0.174 2.634 0.075
H 1.189 -5.121 1.225 0.040
H -8.598 -0.885 4.797 0.157
H 1.828 1.917 0.978 0.088
H 1.807 -0.574 1.746 -0.122
H 6.536 -5.113 -3.078 0.078
H 2.561 2.937 3.022 0.126
H -7.073 -4.439 -1.565 0.111
H 0.647 -4.751 -0.633 0.030
H 3.532 2.313 0.092 0.108
H 6.831 -2.976 -3.850 0.076
H 2.042 4.576 -2.321 -0.030
H 0.857 -0.136 -5.177 0.076
H -0.654 1.147 2.983 0.003
H 2.384 -4.236 -0.069 0.050
H 4.001 0.954 3.442 0.107
H 0.215 2.378 -1.504 0.122
H 6.451 0.186 -4.009 0.078



[2]
118
Properties=species:S:1:pos:R:3:lowdin_charge:R:1 method="wB97M-V/def2-TZVPD" energy_ha=-5624.935788 mol_weight_g_mol=1179.9 total_charge=0 orbital_gap_ev=2.336
Hg 0.330 -0.635 0.225 0.244
S -0.824 1.733 5.276 0.712
S -1.845 1.267 -4.921 0.715
S -1.469 -5.751 -2.450 0.680
S -5.257 -1.337 1.086 0.707
S -1.637 5.870 -0.106 0.710
S 4.312 -1.849 -3.756 0.686
S 4.535 3.624 0.397 0.719
O 5.535 -1.517 -3.081 -0.335
O 3.582 2.646 -0.193 -0.367
O -3.223 1.586 -4.617 -0.340
O -1.616 -5.836 -3.870 -0.324
O 2.863 -2.200 2.874 0.118
O -1.286 -4.496 -1.733 -0.331
O -0.600 6.440 -1.006 -0.358
O 1.565 -5.427 6.931 0.093
O 4.192 4.321 1.618 -0.350
O 0.427 -3.370 2.949 0.077
O -2.040 2.470 5.044 -0.344
O -0.048 1.173 4.161 -0.350
O -0.879 0.892 -3.850 -0.362
O 3.040 -1.843 -3.030 -0.346
O 4.180 -4.135 6.769 0.124
O -5.690 -2.072 -0.125 -0.351
O -3.961 -0.668 1.154 -0.350
O -1.657 4.487 0.283 -0.322
C 6.585 4.890 -0.712 -0.254
C 4.474 -3.443 -4.722 -0.198
C 0.333 2.621 6.450 -0.197
C -5.456 -2.393 2.586 -0.239
C 3.241 -3.884 5.959 -0.311
C -7.302 -0.829 2.702 -0.202
C 3.566 -3.085 4.939 0.168
C -3.337 6.316 -0.602 -0.227
C 7.041 3.439 -0.541 -0.212
C 4.105 -0.880 -5.317 -0.207
C -2.094 -7.395 -0.382 -0.220
C -1.181 0.320 6.549 -0.164
C -0.161 -6.918 -1.833 -0.206
C -1.754 0.940 -7.613 -0.200
C 4.010 -1.847 -6.521 -0.221
C -2.968 7.720 1.488 -0.194
C -6.318 -1.659 3.582 -0.218
C 6.212 2.860 0.612 -0.208
C -1.636 6.880 1.460 -0.191
C -3.554 7.645 0.078 -0.256
C 2.640 -2.901 3.850 -0.276
C -2.766 -6.706 -1.598 -0.217
C 5.082 4.883 -0.935 -0.195
C -0.827 -7.991 -0.928 -0.235
C 1.894 -4.645 5.958 -0.319
C -6.531 -0.130 1.547 -0.217
C -1.133 2.678 -5.891 -0.213
C 0.971 1.431 7.167 -0.271
C 0.983 -4.510 5.040 0.137
C 3.601 -3.207 -6.010 -0.228
C 1.224 -3.665 3.863 -0.233
C -1.784 0.034 -6.311 -0.186
C -0.055 0.413 7.628 -0.224
C -0.788 2.101 -7.256 -0.249
H 5.534 -3.559 -4.946 0.092
H -3.622 7.253 2.225 0.108
H -5.888 -3.350 2.293 0.099
H -2.742 8.753 1.753 0.107
H 3.412 -0.054 -5.153 0.102
H -0.164 -8.398 -0.165 0.114
H 6.777 5.581 0.109 0.117
H -6.039 0.770 1.917 0.100
H 1.035 3.237 5.888 0.106
H -1.698 6.148 2.265 0.087
H -1.059 -8.822 -1.593 0.109
H 0.663 -6.412 -1.330 0.097
H 0.264 1.834 -7.353 0.107
H -3.972 5.573 -0.119 0.103
H -4.601 7.929 -0.031 0.113
H -3.614 -6.034 -1.470 0.103
H -2.713 1.374 -7.898 0.107
H 1.738 1.059 6.487 0.109
H 7.042 5.319 -1.604 0.111
H -0.782 -0.395 -6.338 0.092
H 0.328 -7.410 -2.675 0.089
H -2.538 -0.749 -6.237 0.101
H -1.425 0.393 -8.496 0.104
H -3.014 8.341 -0.564 0.113
H 4.178 -4.291 -4.104 0.096
H -6.937 0.130 0.570 0.100
H 4.954 -2.126 -6.989 0.114
H 5.037 -0.315 -5.340 0.086
H -3.087 -7.430 -2.346 0.098
H -1.459 -0.623 6.077 0.090
H -0.227 3.177 7.202 0.101
H -7.952 -0.152 3.257 0.110
H -0.775 7.513 1.673 0.096
H 6.088 1.782 0.710 0.105
H -0.360 3.149 -5.284 0.102
H 3.333 -1.369 -7.229 0.112
H 4.524 5.817 -0.862 0.100
H -2.057 0.638 7.115 0.081
H -5.718 -0.947 4.148 0.113
H -0.842 2.914 -7.980 0.106
H 0.399 -0.531 7.928 0.105
H -2.694 -8.167 0.099 0.113
H -3.414 6.196 -1.682 0.110
H 1.601 1.728 8.006 0.112
H 0.033 -5.020 5.099 0.153
H 6.768 2.923 -1.461 0.120
H -4.465 -2.668 2.946 0.100
H -7.857 -1.628 2.212 0.107
H 4.804 4.452 -1.897 0.094
H 4.540 -2.653 4.764 0.158
H 3.635 -4.015 -6.740 0.113
H 6.417 3.363 1.557 0.089
H -1.835 -6.662 0.382 0.116
H -0.410 0.712 8.614 0.105
H -6.779 -2.385 4.252 0.114
H 8.094 3.404 -0.262 0.114
H 2.584 -3.195 -5.617 0.110
H -1.886 3.439 -6.094 0.098



| no. | HOMO energy (eV) |
| --- | --- |
| 1 | -2.98 |
| 2 | -7.08 |